Record 1
# C3H4N2OS

C3H4N2OS in the gas phase at a distorted geometry (ωB97M-V/def2-TZVPD, OMol25).

Structure (XYZ):
```
11
Properties=species:S:1:pos:R:3:forces:R:3
S -1.067424 -2.180328 -0.239683 -0.85 0.10 0.53
O 1.735710 -1.003299 0.364651 1.10 0.88 0.09
N -0.498646 1.561219 -0.351154 0.13 1.21 -0.29
N -1.344411 0.544201 -0.485619 0.36 0.53 0.35
C 0.740282 -0.165857 0.032632 1.20 0.76 0.14
C 0.830437 1.205246 -0.092602 -2.91 -0.02 0.10
C -0.580615 -0.491275 -0.223365 -0.38 -1.55 -0.31
H -1.847774 -2.081129 0.879180 0.37 -0.24 -0.52
H 1.478415 2.015197 0.119229 0.95 0.04 0.07
H -0.909280 2.506630 -0.389146 0.71 -0.96 -0.09
H 1.463307 -1.910604 0.385878 -0.68 -0.76 -0.07
```
Positions in Å, forces in eV/Å.

For the LUMO energy, the calculation gives 0.75 eV. The energy above the lowest of the compared OMol25 structures with the same formula, charge and spin comes out at 30.9 kcal/mol. The electronic energy comes out at -19037.707 eV. The HOMO-LUMO gap is 0.3519 Eh.

=====

Record 2
# C15H25O3P2PdS

A molecular structure, C15H25O3P2PdS at a distorted geometry (ωB97M-V/def2-TZVPD, OMol25).

Structure (XYZ):
```
47
Properties=species:S:1:pos:R:3:forces:R:3
Pd -0.506289 -0.824226 -0.700334 -0.51 0.10 -1.30
S -1.597789 -1.012926 2.740266 -1.68 -0.50 1.63
P -1.127989 1.496074 -1.255534 1.47 1.46 0.47
P 1.656911 -0.239626 -1.785434 0.38 2.45 -0.03
O -0.951189 -1.696026 -2.696134 1.91 2.74 0.77
O -0.744789 -0.748626 1.530566 2.18 0.43 -3.18
O -1.739589 -2.554026 -0.870634 -0.22 -0.23 0.69
C -0.468589 -2.880526 4.294666 -0.13 -0.52 0.41
C 2.929911 2.022074 -0.754934 -0.10 -0.22 -0.15
C -2.392389 2.242474 -0.176234 -0.02 -1.04 0.15
C -1.474689 2.075674 -2.952434 -0.06 -1.11 -0.11
C -1.869189 -3.377926 3.920666 0.31 -0.60 0.44
C 0.514211 2.181474 -0.812234 -0.16 -0.46 0.07
C 3.252711 -1.060626 -1.499534 -0.70 -0.68 0.64
C 1.548711 -0.064026 -3.598134 -0.56 -0.73 0.14
C -1.618889 -2.566926 -2.112834 -2.02 -2.67 0.32
C 2.997711 3.297174 -0.211034 -0.17 0.22 0.00
C 1.834311 4.003774 0.056766 0.30 -0.03 -0.06
C -2.230689 -2.742826 2.602666 0.19 0.49 -0.07
C 1.698211 1.454074 -1.067134 -0.18 -0.49 0.06
C 0.597111 3.446574 -0.237234 -0.29 -0.25 -0.22
C -0.465789 -1.375526 4.168266 -0.09 -0.07 -0.45
H -3.344189 1.735774 -0.352134 -0.05 0.03 0.03
H -2.210789 1.432574 -3.435734 -0.10 0.04 -0.09
H 0.286011 -3.340626 3.655366 -0.01 0.06 -0.07
H 2.007511 -0.943626 -4.052534 -0.05 -0.05 0.00
H 1.885011 4.989374 0.496466 0.00 0.05 0.04
H -0.916789 -0.889926 5.032266 -0.12 0.14 -0.09
H 3.161711 -2.108826 -1.796834 0.05 0.00 -0.02
H -0.568189 2.097174 -3.554634 0.04 -0.06 0.10
H 3.562211 -1.017726 -0.456134 -0.07 0.03 0.02
H -2.533189 3.299074 -0.410334 0.23 0.02 -0.30
H 0.510311 -0.938726 3.967766 -0.08 0.17 -0.12
H -2.118289 2.133574 0.872866 0.05 -0.08 -0.03
H 4.012911 -0.601926 -2.136534 -0.21 0.24 -0.18
H -1.864889 -4.468626 3.831266 -0.09 0.14 -0.05
H 3.961311 3.732374 0.004666 0.09 0.04 0.06
H -1.885389 3.085574 -2.894334 -0.01 0.04 0.32
H -2.122789 -3.359026 -2.695334 0.22 0.26 -0.04
H 3.843211 1.482374 -0.950434 0.14 -0.02 0.06
H -1.696589 -3.183726 1.758066 0.04 0.08 0.02
H 0.518311 -0.013126 -3.946034 0.02 0.06 -0.04
H -3.297789 -2.722526 2.394566 0.00 0.14 -0.05
H -0.300389 4.007774 -0.027334 -0.05 0.10 0.07
H 2.102411 0.822774 -3.912934 0.04 0.10 0.29
H -0.235389 -3.164526 5.325366 0.06 0.06 -0.13
H -2.598189 -3.141026 4.698566 0.05 0.13 -0.05
```
Positions in Å, forces in eV/Å.

Its net charge is +3. For the LUMO energy (spin up / spin down), the calculation gives -13.64 / -13.65 eV. The electronic energy comes out at -54964.910 eV. The HOMO-LUMO gap (spin up / spin down) is 0.1766 / 0.1626 Eh.

=====

Record 3
# CH3NO

CH3NO in the gas phase at a distorted geometry (ωB97M-V/def2-TZVPD, OMol25).

Structure (XYZ):
```
6
Properties=species:S:1:pos:R:3:forces:R:3
O -0.467512 0.117596 1.474730 1.27 -3.55 -0.32
N -0.297564 0.708048 0.305647 0.40 2.35 -2.61
C 0.170513 0.112834 -0.733687 -1.02 3.63 0.34
H 0.321301 0.780535 -1.669349 -0.34 -1.51 1.80
H -0.052568 -0.812226 1.319648 -1.05 1.47 1.10
H 0.325830 -0.906786 -0.696989 0.74 -2.38 -0.31
```
Positions in Å, forces in eV/Å.

For the LUMO energy, the calculation gives 0.95 eV. The energy above the lowest of the compared OMol25 structures with the same formula, charge and spin comes out at 66.6 kcal/mol. The electronic energy comes out at -4620.535 eV. The HOMO-LUMO gap is 0.4069 Eh.

=====

Record 4
# C7H10O

C7H10O in the gas phase at a distorted geometry (ωB97M-V/def2-TZVPD, OMol25).

Structure (XYZ):
```
18
Properties=species:S:1:pos:R:3:forces:R:3
O 3.202357 1.619140 -0.649524 -0.05 0.36 0.57
C 0.526822 0.500326 0.337965 -1.77 -0.91 -0.27
C -1.527238 0.450691 0.416570 -3.88 1.65 2.66
C 1.303454 0.222641 -0.892060 -1.34 0.58 0.19
C 2.127494 1.388587 -1.117343 0.39 1.08 -4.19
C -0.540879 1.579939 0.247356 -1.19 -0.14 -0.42
C -0.602419 -0.465862 0.553408 -0.12 -3.10 -0.40
C -0.741494 -2.010791 0.603598 3.33 1.87 0.98
H -0.685603 1.818890 -0.802112 0.37 1.50 0.03
H -2.686436 0.536357 0.744803 2.72 -0.55 -1.33
H 0.676460 -0.093913 -1.719850 -0.44 0.79 -0.29
H -0.518923 2.334240 1.047227 -0.07 0.19 -0.84
H -0.110919 -2.427911 -0.210485 -1.38 0.03 -0.36
H 1.807311 -0.630974 -0.695412 2.50 -2.59 0.69
H -0.045794 -2.392944 1.428694 -1.71 0.38 -0.26
H -1.808411 -2.163308 0.682229 0.11 -1.00 -0.13
H 1.086740 0.641251 1.201386 1.59 0.11 1.41
H 1.679179 1.999691 -2.060463 0.92 -0.24 1.97
```
Positions in Å, forces in eV/Å.

For the LUMO energy, the calculation gives 0.92 eV. The energy above the lowest of the compared OMol25 structures with the same formula, charge and spin comes out at 78.0 kcal/mol. The electronic energy comes out at -9465.177 eV. The HOMO-LUMO gap is 0.3754 Eh.

=====

The lowest electronic energy belongs to which entry? C15H25O3P2PdS

=====

Among the records above, which one has the lowest electronic energy? C15H25O3P2PdS